Formula: C36H90F4K2N2O32P6S4
Source: the Open Molecules 2025 dataset
Level of theory: ωB97M-V/def2-TZVPD

Structure (ORCA input):
```
! RIJCOSX wB97M-V def2-TZVPD def2/J DEFGRID3
* xyz 0 1
K -2.282 0.125 3.201
K -3.697 2.940 1.151
N 1.559 1.390 5.224
S 0.526 0.524 6.167
O -0.442 -0.281 5.487
O 0.155 1.223 7.359
F 1.617 -0.527 6.661
S 0.653 2.591 4.966
O 0.815 3.808 5.706
O -0.678 2.378 4.393
F 1.475 3.071 3.639
N -1.648 1.041 0.762
S -0.173 1.851 0.651
O 0.134 2.515 -0.579
O 0.858 1.451 1.539
F -0.697 3.115 1.560
S -1.471 0.132 -0.442
O -0.439 -0.859 -0.243
O -1.575 0.670 -1.756
F -2.848 -0.668 -0.287
C -3.445 -7.513 1.582
C -3.816 -6.722 2.839
O -3.795 -5.311 2.694
P -2.535 -4.434 3.055
O -2.815 -3.013 3.329
O -1.827 -5.192 4.278
C -1.085 -4.497 5.279
C 0.365 -4.950 5.221
O -1.574 -4.722 1.819
C -1.503 -3.748 0.737
C -0.810 -4.431 -0.405
H -4.063 -7.354 0.698
H -2.404 -7.470 1.266
H -3.620 -8.546 1.899
H -4.797 -7.040 3.192
H -3.112 -7.079 3.593
H -1.200 -3.432 5.065
H -1.430 -4.730 6.286
H 0.277 -6.043 5.224
H 0.972 -4.681 4.360
H 0.938 -4.716 6.119
H -2.535 -3.556 0.425
H -1.049 -2.825 1.090
H -0.646 -3.804 -1.279
H 0.117 -4.919 -0.088
H -1.347 -5.319 -0.760
C 8.045 5.893 1.670
C 7.125 4.687 1.842
O 6.585 4.419 0.534
P 5.228 3.584 0.357
O 4.525 3.166 1.571
O 4.370 4.605 -0.542
C 3.043 4.292 -0.988
C 3.122 3.923 -2.450
O 5.603 2.410 -0.710
C 6.187 1.234 -0.194
C 7.689 1.186 -0.395
H 7.500 6.643 1.097
H 8.393 6.240 2.639
H 8.873 5.582 1.032
H 7.706 3.828 2.179
H 6.313 4.897 2.536
H 2.448 3.611 -0.380
H 2.445 5.200 -0.863
H 2.174 3.716 -2.945
H 3.608 4.757 -2.959
H 3.753 3.040 -2.556
H 5.869 1.005 0.831
H 5.734 0.381 -0.716
H 8.256 1.939 0.158
H 8.039 0.195 -0.107
H 7.881 1.452 -1.438
C -0.184 2.049 -4.462
C 0.072 1.453 -5.825
O 1.313 0.753 -5.757
P 1.344 -0.840 -5.962
O 0.564 -1.350 -7.108
O 0.837 -1.392 -4.533
C 0.105 -2.608 -4.471
C -1.387 -2.359 -4.342
O 2.908 -1.105 -5.997
C 3.404 -2.360 -6.502
C 4.901 -2.177 -6.583
H -1.156 2.531 -4.340
H -0.021 1.221 -3.770
H 0.487 2.856 -4.160
H -0.738 0.813 -6.179
H 0.131 2.272 -6.548
H 0.274 -3.271 -5.322
H 0.406 -3.157 -3.576
H -1.916 -3.283 -4.592
H -1.664 -2.020 -3.345
H -1.759 -1.645 -5.081
H 3.048 -3.189 -5.887
H 3.009 -2.500 -7.512
H 5.409 -2.958 -7.150
H 5.133 -1.182 -6.952
H 5.346 -2.275 -5.588
C -0.484 6.325 2.930
C -1.681 6.452 3.918
O -2.686 7.330 3.377
P -3.840 6.701 2.468
O -3.456 5.539 1.650
O -5.013 6.270 3.483
C -5.366 7.161 4.548
C -4.702 6.759 5.855
O -4.392 7.990 1.682
C -3.711 8.313 0.457
C -2.462 9.153 0.575
H -0.293 7.352 2.610
H 0.405 5.918 3.405
H -0.752 5.737 2.055
H -2.087 5.451 4.068
H -1.259 6.775 4.865
H -5.236 8.192 4.215
H -6.440 7.071 4.737
H -4.859 7.470 6.671
H -5.085 5.801 6.193
H -3.620 6.850 5.746
H -3.527 7.380 -0.082
H -4.442 8.790 -0.200
H -1.700 8.588 1.116
H -2.062 9.441 -0.396
H -2.618 10.071 1.144
C 5.856 -2.439 -2.118
C 5.927 -2.723 -0.621
O 4.681 -3.164 -0.069
P 3.476 -2.120 0.171
O 3.754 -0.921 0.969
O 2.964 -1.859 -1.340
C 2.327 -0.616 -1.669
C 3.233 0.151 -2.616
O 2.365 -3.076 0.806
C 2.363 -3.300 2.224
C 1.523 -2.230 2.881
H 5.192 -3.127 -2.638
H 5.527 -1.417 -2.314
H 6.855 -2.488 -2.557
H 6.609 -3.559 -0.476
H 6.317 -1.841 -0.111
H 1.357 -0.843 -2.098
H 2.191 0.099 -0.855
H 3.963 0.712 -2.021
H 3.774 -0.446 -3.348
H 2.703 0.971 -3.110
H 1.885 -4.272 2.351
H 3.368 -3.259 2.647
H 0.531 -2.567 3.202
H 1.984 -1.890 3.816
H 1.405 -1.264 2.388
C -6.840 -4.490 1.236
C -5.649 -4.194 0.340
O -6.165 -3.689 -0.902
P -5.232 -3.382 -2.147
O -3.971 -2.734 -1.776
O -5.127 -4.807 -2.894
C -3.887 -5.447 -3.166
C -3.926 -6.819 -2.487
O -6.165 -2.577 -3.175
C -5.587 -1.695 -4.152
C -5.629 -0.289 -3.572
H -7.609 -4.907 0.582
H -6.663 -5.294 1.950
H -7.227 -3.614 1.750
H -4.904 -3.529 0.783
H -5.085 -5.108 0.130
H -3.796 -5.562 -4.250
H -3.069 -4.810 -2.824
H -3.051 -7.465 -2.565
H -3.935 -6.597 -1.412
H -4.836 -7.378 -2.689
H -4.594 -2.035 -4.451
H -6.280 -1.780 -4.989
H -5.046 -0.182 -2.660
H -5.267 0.538 -4.186
H -6.696 -0.146 -3.391
*
```

HOMO	-9.408	eV
relative energy (zero: lowest compared OMol25 entry of this formula, charge and spin)	21.1	kcal per mole
total energy	-249903.1885	eV